[1]
Density functional theory data (wB97M-V/def2-TZVPD) for a structure of composition C18H21BrHgN2O3 in a non-equilibrium geometry.

Geometry as XYZ:
```
46
Properties=species:S:1:pos:R:3:forces:R:3
C 0.973 -3.070 -0.952 0.546 0.435 0.196
C 1.683 -1.903 -1.350 0.537 -0.700 0.931
C 2.266 -1.329 -0.184 -0.041 -0.872 -0.290
H 1.845 -1.548 -2.360 -0.212 -0.055 0.060
C 1.902 -2.115 0.938 -0.098 0.634 -0.460
C 1.098 -3.193 0.470 -0.385 0.345 -0.569
H 0.771 -4.036 1.066 -0.154 0.109 -0.050
H 0.528 -3.808 -1.618 -0.151 0.318 0.222
H 2.933 -0.479 -0.177 -0.106 0.206 0.102
H 2.173 -1.915 1.971 -0.032 -0.067 -0.163
Hg -0.944 -1.096 0.258 0.860 -0.523 -0.891
Br -2.893 -2.038 -0.941 0.417 0.355 0.505
C -5.268 -3.590 0.597 0.098 -0.937 -0.786
C -4.644 -4.672 1.274 -0.068 0.009 -1.060
C -4.163 -5.596 0.287 -0.478 0.837 -0.093
H -4.538 -4.777 2.349 0.024 0.021 -0.058
C -4.494 -5.082 -0.998 -0.432 0.544 0.811
C -5.175 -3.834 -0.818 -0.135 -1.082 1.059
H -5.575 -3.209 -1.609 0.072 -0.004 0.085
H -5.717 -2.715 1.057 0.079 -0.034 -0.008
H -3.630 -6.521 0.488 -0.005 0.082 -0.017
H -4.258 -5.535 -1.956 0.033 0.017 0.098
C 3.658 4.084 0.334 0.254 0.091 -0.190
C 2.880 2.782 0.443 -0.342 -0.141 0.089
C 1.378 2.853 0.032 -0.147 -0.335 -0.855
C 0.566 3.967 0.745 0.093 0.028 -0.208
C 0.592 3.879 2.259 -0.345 -0.133 0.228
C 1.296 3.167 -1.478 -0.173 -0.209 -0.087
O 1.725 4.205 -1.966 -0.182 -0.333 0.250
N 0.702 2.223 -2.284 0.313 0.514 -0.881
C 0.166 0.958 -1.956 -0.163 -0.451 0.833
O -0.160 0.179 -2.838 0.195 1.193 0.919
N 0.064 0.751 -0.591 -0.073 0.055 -0.899
C 0.714 1.481 0.340 0.054 -0.998 1.088
O 0.766 1.005 1.493 -0.025 1.216 -0.859
H 3.717 4.415 -0.706 -0.105 0.124 0.214
H 4.682 3.913 0.676 0.021 -0.019 0.068
H 3.245 4.890 0.952 -0.058 -0.128 -0.159
H 3.379 2.011 -0.177 -0.298 0.234 0.354
H 2.890 2.439 1.482 0.025 -0.171 -0.210
H 0.935 4.951 0.424 0.017 -0.293 -0.127
H -0.480 3.893 0.392 0.361 0.035 0.132
H 1.600 3.960 2.688 -0.232 -0.075 -0.176
H -0.020 4.687 2.666 0.048 0.093 0.097
H 0.140 2.931 2.562 0.280 0.157 0.173
H 0.689 2.436 -3.286 0.113 -0.092 0.584
```
Positions in Å, forces in eV/Å.

Output
Strongest force on any atom (eV/Å): 1.52
Charge: -2
Total energy (Ha): -3761.1786
Energy relative to the best compared isomer or geometry (same formula, charge and spin) (kJ/mol): 0.00
Kohn-Sham gap (eV): 4.45

=====

[2]
Density functional theory data (wB97M-V/def2-TZVPD) for the molecule C3H8N2OS in a non-equilibrium geometry.

Geometry as XYZ:
```
15
Properties=species:S:1:pos:R:3:forces:R:3
C -2.205 -0.002 0.311 -0.290 -1.038 -0.204
C -0.995 -0.774 0.764 -0.122 -1.374 -0.058
C 1.915 0.838 0.057 -0.362 0.676 -0.008
H -1.395 1.783 0.587 0.188 0.687 0.517
H -2.611 1.869 -0.534 1.259 -0.954 0.604
H -2.921 0.030 1.136 -0.134 0.149 0.060
H -2.633 -0.626 -0.474 -0.332 0.420 -0.255
H -1.273 -1.766 1.218 0.219 0.939 -0.517
H -0.477 -0.219 1.500 0.735 0.481 1.059
H 0.130 1.165 -0.890 0.600 -0.532 -0.330
H 2.075 1.977 -0.082 0.168 -1.419 0.346
N -1.794 1.296 -0.189 -1.588 0.837 -1.057
N 0.855 0.442 -0.736 -0.185 1.037 0.130
O 2.530 0.100 0.784 0.243 0.678 -0.238
S 0.197 -1.096 -0.566 -0.398 -0.588 -0.049
```
Positions in Å, forces in eV/Å.

Output
Strongest force on any atom (eV/Å): 2.08
SMILES string: NCCSNC=O
Total energy (Ha): -702.0309
Energy relative to the best compared isomer or geometry (same formula, charge and spin) (kJ/mol): 122.27
Kohn-Sham gap (eV): 9.61

=====

[3]
Density functional theory data (wB97M-V/def2-TZVPD) for a cluster of 2 separate species, C4H9O in total.

Geometry as XYZ:
```
14
Properties=species:S:1:pos:R:3:forces:R:3
C -0.563 1.074 2.662 0.373 -0.497 -0.390
O -1.179 0.414 1.651 -0.240 0.301 0.193
H -0.878 0.712 3.666 -0.004 0.216 0.226
H 0.565 0.976 2.675 -0.086 -0.167 -0.003
H -0.682 2.175 2.646 -0.295 0.314 0.151
C 0.259 -0.888 -0.384 -0.103 0.534 0.500
C 0.378 -0.132 -1.644 -0.298 -0.324 -0.114
C 0.352 -0.617 -2.879 0.018 0.280 -0.718
H 1.149 -0.748 0.234 0.291 -0.243 -0.067
H -0.479 -0.377 0.311 0.077 -0.333 -0.227
H 0.037 -1.944 -0.527 0.100 -0.077 -0.049
H 0.388 0.947 -1.561 0.126 0.192 0.196
H 0.342 0.082 -3.718 0.070 -0.250 0.076
H 0.312 -1.674 -3.134 -0.030 0.056 0.227
```
Positions in Å, forces in eV/Å.

Output
Strongest force on any atom (eV/Å): 0.77
Charge: -1
Total energy (Ha): -232.9856
Energy relative to the best compared isomer or geometry (same formula, charge and spin) (kJ/mol): 87.46
Kohn-Sham gap (eV): 6.48

=====

[4]
Density functional theory data (wB97M-V/def2-TZVPD) for a structure of composition C16H60BaO16 in a non-equilibrium geometry.

Geometry as XYZ:
```
93
Properties=species:S:1:pos:R:3:forces:R:3
Ba 3.144 -1.027 1.601 -1.408 0.171 -0.786
O 0.418 -1.564 1.279 0.824 0.478 0.379
C -0.080 -0.696 0.275 0.846 -0.769 -0.575
C 0.571 0.677 0.151 -0.840 1.258 0.989
O 1.943 0.799 -0.099 0.253 -0.973 0.226
H -1.164 -0.552 0.363 0.008 0.054 0.097
H 0.103 -1.208 -0.690 -0.309 0.254 -0.135
H 0.343 1.256 1.083 -0.092 -0.402 0.106
H -0.074 1.235 -0.566 0.353 -0.247 -0.358
C 2.976 2.925 -2.864 -0.279 -0.381 0.423
O 1.856 3.178 -2.015 0.010 0.123 -0.046
H 2.785 2.082 -3.532 -0.038 0.111 -0.104
H 3.165 3.829 -3.435 0.060 0.053 -0.005
H 3.857 2.655 -2.271 0.061 0.204 -0.045
H 1.786 2.454 -1.372 0.233 -0.218 -0.084
C 3.058 -3.235 -1.092 -0.280 -0.718 -0.221
O 3.712 -3.526 0.163 0.170 0.407 -0.257
H 3.728 -2.911 -1.890 0.162 0.443 0.359
H 2.547 -4.119 -1.479 -0.104 -0.004 0.261
H 2.274 -2.523 -0.863 -0.010 0.297 -0.232
H 4.301 -4.269 0.014 0.061 -0.008 0.180
C 0.060 -4.898 0.557 0.095 0.377 0.106
O 0.085 -3.865 -0.416 -0.207 -0.087 0.264
H -0.473 -5.760 0.161 0.081 -0.064 -0.068
H 1.081 -5.177 0.852 -0.060 -0.158 -0.055
H -0.459 -4.569 1.465 -0.046 -0.059 -0.051
H 0.066 -3.032 0.093 0.182 0.020 0.054
C 5.996 1.666 1.171 0.115 0.091 0.004
O 4.671 1.267 1.502 -0.077 -0.053 0.025
H 6.343 2.459 1.836 0.003 -0.043 0.032
H 6.649 0.803 1.285 0.031 0.005 -0.028
H 6.048 2.029 0.143 0.010 -0.074 -0.021
H 4.094 2.050 1.365 -0.088 -0.045 0.115
C -2.956 -1.062 -3.170 0.119 0.925 0.207
O -2.424 -0.852 -4.463 0.026 -0.511 -0.100
H -3.174 -2.105 -2.958 0.142 -0.135 -0.368
H -2.221 -0.696 -2.437 -0.214 -0.215 0.257
H -3.874 -0.476 -3.047 -0.013 -0.123 0.205
H -2.173 0.080 -4.506 -0.065 0.006 -0.318
C -1.996 4.122 -0.143 -0.092 0.224 0.735
O -2.952 4.267 -1.181 0.026 -0.285 0.003
H -0.982 4.380 -0.450 -0.004 -0.057 -0.088
H -2.274 4.692 0.753 0.086 0.283 -0.235
H -2.022 3.091 0.216 0.112 -0.129 -0.430
H -2.932 5.142 -1.574 0.114 0.053 0.142
C -2.298 1.939 3.424 0.468 -0.178 0.147
O -1.411 1.604 4.483 -0.287 0.027 -0.091
H -3.011 1.131 3.234 0.016 0.013 -0.120
H -2.868 2.829 3.687 0.124 0.086 0.058
H -1.693 2.125 2.529 -0.373 0.091 -0.227
H -1.066 0.732 4.230 0.051 -0.090 0.196
C 1.902 4.307 1.227 -0.111 0.192 0.481
O 2.771 3.186 1.167 -0.330 -0.255 -0.001
H 1.166 4.203 2.036 0.066 -0.120 -0.069
H 2.499 5.186 1.463 0.035 0.027 -0.190
H 1.366 4.448 0.288 0.187 0.051 -0.108
H 2.252 2.438 0.806 0.256 -0.296 -0.348
C -2.184 -1.767 3.624 0.270 0.311 -0.038
O -0.953 -1.045 3.603 -0.347 -0.294 -0.081
H -2.000 -2.845 3.579 -0.111 -0.032 0.109
H -2.702 -1.506 4.545 0.014 -0.136 0.074
H -2.837 -1.498 2.787 0.081 0.039 -0.031
H -0.503 -1.262 2.753 0.232 0.205 -0.244
C 1.311 -0.945 -3.249 -0.024 -0.180 -0.227
O 2.519 -0.302 -2.864 -0.137 0.001 0.067
H 1.321 -1.093 -4.330 0.177 0.015 0.032
H 1.209 -1.935 -2.787 -0.083 0.068 0.034
H 0.406 -0.367 -3.043 0.135 0.051 0.217
H 2.399 0.098 -1.984 -0.200 -0.018 0.138
C -3.188 -2.880 -0.172 0.336 0.883 0.179
O -4.519 -3.323 -0.374 0.148 -0.474 0.074
H -2.842 -2.885 0.870 -0.332 -0.238 0.064
H -2.464 -3.475 -0.724 -0.328 -0.198 -0.222
H -3.099 -1.841 -0.509 0.157 -0.095 -0.057
H -5.079 -2.983 0.328 0.052 0.069 -0.004
C 1.291 -3.874 4.169 -0.360 -0.286 0.220
O 1.758 -2.981 3.177 0.184 0.447 -0.315
H 1.753 -3.658 5.131 0.206 0.051 -0.106
H 0.213 -3.771 4.320 0.038 0.050 -0.094
H 1.502 -4.908 3.883 0.041 0.022 0.051
H 1.024 -2.750 2.574 0.033 0.060 -0.043
C -3.854 0.935 0.026 0.876 0.328 -0.205
O -4.095 1.705 -1.129 -0.571 -0.226 -0.204
H -2.808 0.601 -0.011 -0.084 -0.125 0.362
H -4.004 1.516 0.942 -0.130 -0.158 0.062
H -4.478 0.043 0.029 -0.219 0.134 -0.088
H -3.689 2.577 -1.051 -0.130 0.003 -0.110
C -0.955 2.142 -3.413 0.233 0.163 0.100
O -1.577 1.858 -4.666 -0.107 -0.210 0.275
H -1.451 1.614 -2.596 -0.344 -0.034 -0.247
H 0.085 1.812 -3.404 0.062 0.234 -0.139
H -1.014 3.209 -3.202 0.160 -0.017 0.141
H -1.541 2.640 -5.219 0.011 -0.043 -0.035
```
Positions in Å, forces in eV/Å.

Output
Strongest force on any atom (eV/Å): 1.81
Total energy (Ha): -1874.7797
Energy relative to the best compared isomer or geometry (same formula, charge and spin) (kJ/mol): 0.00
Kohn-Sham gap (eV): 7.85